1.
DFT (the ωB97M-V functional and the def2-TZVPD basis) results for a single C5H7N molecule.

Calculated values
total energy: -249.2771 Eh
frontier orbital gap: 8.38 eV

Geometry as XYZ:
```
13
Properties=species:S:1:pos:R:3:forces:R:3:nbo_charge:R:1
C 1.3310 -1.4165 0.6129 -0.1 0.1 -0.1 -0.36
C 0.2600 1.8676 -0.0328 -0.4 -0.1 -0.2 -0.15
C 0.6667 -0.9428 -0.4344 0.1 -0.1 0.2 -0.21
C -0.6883 -0.3274 -0.3799 0.1 -0.3 0.0 0.00
N -1.3222 0.1283 0.7911 0.1 -0.2 0.0 -0.54
C -0.9789 1.2024 -0.1879 0.1 0.6 -0.1 -0.27
H 2.2992 -1.8933 0.4961 -0.2 0.1 0.0 0.21
H 0.9537 -1.3267 1.6288 0.0 0.0 -0.2 0.19
H 0.2715 2.7239 -0.7363 0.0 -0.1 0.1 0.12
H 1.0771 -1.0495 -1.4373 0.0 0.0 0.2 0.21
H -1.3766 -0.7164 -1.1314 0.1 0.1 0.1 0.22
H -0.6376 0.1959 1.5450 0.0 0.0 -0.1 0.37
H -1.8556 1.5546 -0.7340 0.2 0.0 0.1 0.20
```
Forces are in eV/Å.

=====

2.
DFT (the ωB97M-V functional and the def2-TZVPD basis) results for a 3-piece molecular cluster, C33H60F5N6O6 overall.

Calculated values
total energy: -2571.7129 Eh
frontier orbital gap: 6.71 eV
net charge: +1

Geometry as XYZ:
```
110
Properties=species:S:1:pos:R:3:forces:R:3:mulliken_charge:R:1
C -4.2207 2.3508 -0.6117 0.6 -0.9 -0.3 -0.78
C -3.5405 1.6058 -1.9426 -1.1 0.3 1.0 0.68
O -3.2755 2.6069 -2.9874 1.7 -1.6 0.8 -0.42
C -1.9499 2.4203 -3.6038 0.3 0.5 -1.1 0.11
C -0.8599 3.5054 -3.0189 -0.7 0.7 0.3 -0.70
O 0.2051 2.9192 -2.1868 -0.3 -1.0 -1.7 -0.27
C 1.0284 1.9550 -2.9341 1.4 -0.5 -0.1 -0.60
C 0.9634 0.4314 -2.2497 -1.1 0.6 -1.4 0.08
O 2.0086 0.2671 -1.1927 -2.6 0.3 1.1 -0.37
C 1.2929 0.5562 0.0666 -1.8 0.1 -1.0 -0.63
N 2.1744 0.4753 1.2932 -4.3 -1.8 0.7 1.96
O 3.4853 0.5543 1.0050 3.6 4.0 -0.9 -0.44
C 3.8752 1.9885 0.8028 3.0 5.0 -5.4 0.42
N 4.3491 3.0407 0.1729 -4.5 -9.4 6.0 -0.50
C 1.8102 -0.8200 1.9821 1.5 -2.8 -0.7 -1.84
N 2.3399 -1.9855 1.4178 -1.8 2.1 1.9 0.10
C 2.0348 -3.3911 1.9612 -0.8 -1.2 -0.1 -0.07
C 2.2022 -4.5548 0.7716 0.4 -0.4 1.0 -0.74
C 0.7693 -5.3323 0.4487 0.2 0.3 0.5 -0.94
C -0.0101 -4.7645 -0.8780 -0.8 0.0 -0.4 0.86
F -1.4453 -4.3800 -0.6110 4.4 -1.1 -0.7 -0.31
F 0.6150 -3.5748 -1.5073 -1.8 -3.5 1.9 -0.28
C -0.0507 -6.0281 -1.9705 -0.5 -1.0 -1.8 0.54
F 1.3454 -6.4590 -2.3422 -4.9 1.6 1.2 -0.24
F -0.8014 -5.5801 -3.1662 2.8 -2.0 4.0 -0.21
F -0.7122 -7.2425 -1.3877 2.2 4.4 -2.1 -0.22
N 0.9005 -1.0000 3.1700 1.3 1.2 -2.3 0.61
C -0.4633 -0.3887 2.9913 -1.8 -0.6 -1.1 1.16
C -1.4570 -1.0703 4.1124 0.1 -0.5 0.6 -0.80
C -2.8831 -1.6246 3.5174 0.1 -0.5 0.2 -0.69
C -2.7458 -2.7847 2.3635 -0.8 -0.5 -0.1 0.26
C -4.2589 -3.2211 1.8119 1.0 -0.2 -0.9 -0.66
O -5.1109 -2.0621 1.4794 1.8 -0.6 -0.9 -0.40
C -4.6142 -1.3280 0.3043 -0.3 0.9 -0.9 -0.12
C 1.5475 -0.6974 4.4909 1.7 0.5 1.8 -0.84
C 1.2294 0.7679 5.1394 1.2 0.6 0.7 -0.54
C 1.9711 2.0347 4.3377 -0.6 0.6 0.7 -0.24
C 0.8625 3.0936 3.7062 1.5 1.2 0.8 -0.53
O 0.6958 2.9915 2.2486 -2.0 -0.5 1.6 -0.20
C -0.6720 3.3296 1.8187 -0.7 0.0 -1.0 -0.33
H -3.7691 1.7999 0.3393 -1.2 1.2 -1.9 0.07
H -5.3900 2.2019 -0.6342 2.5 0.6 0.2 0.27
H -3.8760 3.4689 -0.5830 -0.9 -2.1 -0.1 0.27
H -2.5893 1.0540 -1.5377 -1.5 1.1 -1.2 -0.32
H -4.3104 0.8283 -2.3894 1.7 1.3 1.0 0.03
H -2.0735 2.6348 -4.7637 0.2 -0.5 2.5 0.24
H -1.6384 1.2980 -3.4843 -0.3 2.3 -0.3 0.19
H -1.4741 4.2483 -2.3215 1.4 -1.7 -1.4 0.22
H -0.3462 4.1677 -3.8518 -1.1 -1.5 1.4 0.26
H 2.1658 2.2990 -2.8357 -2.4 -0.7 -0.2 0.33
H 0.7635 1.9209 -4.0969 0.4 0.0 2.6 0.34
H -0.1222 0.3366 -1.8073 2.1 0.1 -0.7 -0.13
H 1.0522 -0.4202 -3.0752 0.3 1.9 1.9 0.34
H 0.7379 1.5869 -0.0030 1.5 -1.7 0.3 0.42
H 0.4415 -0.2670 0.2140 1.6 1.6 -0.2 0.04
H 2.9681 -1.9656 0.5631 -1.0 0.5 1.4 0.47
H 0.8994 -3.4971 2.3144 2.7 0.9 -0.6 0.04
H 2.7361 -3.5792 2.8816 -1.3 0.3 -1.9 0.34
H 2.7371 -4.1486 -0.1889 -1.2 -0.8 1.8 0.41
H 2.9153 -5.3770 1.2348 -1.5 1.7 -1.1 0.33
H 1.0445 -6.4839 0.3455 -0.9 2.6 -0.2 0.40
H 0.0008 -5.2644 1.3530 1.7 0.0 -1.9 0.32
H -0.8659 -0.7643 1.9321 0.9 0.8 2.2 -0.29
H -0.4974 0.7794 2.9489 0.3 -2.1 0.4 -0.25
H -0.9087 -2.0167 4.5881 -1.0 2.1 -1.1 0.22
H -1.6414 -0.3318 5.0224 0.3 -1.5 -2.1 0.22
H -3.5292 -0.7425 3.0964 1.2 -1.7 0.8 0.20
H -3.4522 -2.1378 4.4322 1.1 1.3 -2.0 0.39
H -2.1346 -2.4684 1.4141 -1.1 -0.4 1.9 -0.22
H -2.2624 -3.7998 2.7616 -0.9 2.3 -0.6 0.29
H -4.8166 -3.9277 2.5669 1.0 1.7 -1.4 0.34
H -4.0660 -3.8041 0.7912 -0.5 0.9 2.2 0.26
H -4.0643 -2.0132 -0.4791 -1.0 1.1 1.7 0.19
H -3.9171 -0.4010 0.5770 -1.3 -2.1 -0.3 -0.14
H -5.5421 -0.8513 -0.2650 1.8 -1.1 1.4 0.25
H 2.7245 -0.7719 4.3294 -2.4 0.2 0.4 0.41
H 1.2999 -1.5059 5.3297 0.2 1.5 -2.2 0.39
H 1.7413 0.7709 6.2186 -1.2 -0.3 -2.3 0.44
H 0.0844 0.9820 5.3517 2.4 -0.6 -0.7 0.10
H 2.7729 1.6693 3.5670 -1.7 0.7 1.3 0.00
H 2.5735 2.6708 5.1491 -1.4 -1.5 -1.8 0.45
H -0.1248 3.0079 4.3291 1.6 0.0 -1.4 0.23
H 1.2936 4.1853 3.9134 -1.0 -2.2 -0.4 0.27
H -0.9887 2.6390 0.8985 0.9 1.4 1.9 -0.12
H -1.5009 3.1320 2.6437 1.9 0.6 -1.5 0.26
H -0.6681 4.4362 1.4267 -0.3 -2.1 1.0 0.33
C 7.3072 2.2614 -0.0841 0.0 0.1 0.0 -0.89
C 8.7381 2.7569 0.0811 -0.3 0.1 -0.4 -0.54
C 9.4719 2.0978 1.2485 0.3 0.2 -0.2 -0.43
C 8.8951 2.4632 2.5489 -0.5 0.2 1.2 0.25
N 8.4377 2.7478 3.5769 0.5 -0.4 -1.4 -0.43
H 6.6912 2.5181 0.7834 0.2 0.0 -0.1 0.18
H 6.8495 2.7226 -0.9653 0.0 -0.1 0.2 0.35
H 7.2804 1.1755 -0.2173 0.0 0.0 0.0 0.28
H 8.7308 3.8465 0.2039 0.1 -0.2 0.0 0.31
H 9.2878 2.5428 -0.8431 0.1 0.0 0.2 0.32
H 10.5223 2.4116 1.2263 -0.2 -0.1 0.2 0.30
H 9.4642 1.0084 1.1288 -0.1 0.1 0.2 0.28
C -5.7720 1.7542 -7.2265 0.0 0.1 -0.1 -1.12
C -5.8747 0.2522 -6.9945 -0.2 0.2 -0.4 -0.47
C -5.3635 -0.1807 -5.6208 -0.2 -0.3 -0.1 -0.34
C -3.9176 0.0296 -5.4710 1.2 0.2 0.3 0.25
N -2.7758 0.1990 -5.3497 -1.5 -0.5 -0.3 -0.48
H -4.7303 2.0901 -7.2232 -0.1 0.0 0.0 0.32
H -6.2024 2.0142 -8.1990 0.1 0.0 0.2 0.34
H -6.3160 2.3088 -6.4558 0.1 0.0 -0.1 0.31
H -5.3276 -0.2735 -7.7861 -0.1 0.0 0.2 0.30
H -6.9274 -0.0411 -7.0843 0.2 -0.1 0.1 0.32
H -5.5826 -1.2462 -5.4834 0.2 0.1 0.1 0.34
H -5.9033 0.3577 -4.8334 0.2 0.0 0.0 0.25
```
Forces are in eV/Å.

=====

3.
DFT (the ωB97M-V functional and the def2-TZVPD basis) results for C5H6O2 as an isolated structure.

Calculated values
total energy: -344.3535 Eh
frontier orbital gap: 8.77 eV

Geometry as XYZ:
```
13
Properties=species:S:1:pos:R:3:forces:R:3:nbo_charge:R:1
C 1.9560 0.2766 1.3039 0.0 0.1 -0.2 -0.25
C -1.2032 0.0815 -0.7993 -1.1 -3.2 0.1 0.28
C -2.1095 0.9704 -0.4560 0.0 0.1 -0.9 -0.48
O 2.0951 -0.8534 0.4279 0.4 -0.3 0.2 -0.48
O -1.4902 -1.3992 -1.4097 -1.4 1.0 -0.2 -0.67
C 1.0268 -1.2094 -0.2557 -2.4 1.0 -0.3 0.19
C -0.1389 -0.6942 -0.4504 4.6 0.9 1.4 -0.11
H -0.9963 -1.5613 -2.2289 -0.1 0.5 0.0 0.49
H 2.9056 0.3950 1.8190 0.0 0.0 0.0 0.20
H 1.1635 0.0963 2.0341 0.0 -0.1 -0.1 0.18
H 1.7336 1.1755 0.7208 0.0 -0.1 0.0 0.18
H -3.1466 0.8313 -0.7188 0.0 0.1 -0.3 0.24
H -1.7958 1.8909 0.0130 0.0 -0.1 0.3 0.24
```
Forces are in eV/Å.